1.
Computed, not measured: a molecular structure, C12H8ClF2NReSbSe4, with ωB97M-V/def2-TZVPD.

The geometry in XYZ format:
```
30
Properties=species:S:1:pos:R:3:forces:R:3:mulliken_charge:R:1
Re -0.329388 -1.450458 -0.209978 -0.083 -0.098 -0.811 0.815
F -4.082939 2.045996 -1.480213 0.069 0.002 0.024 -0.266
C -2.856857 1.793591 -1.063115 -0.086 -0.058 0.034 0.138
C -2.681715 0.924737 -0.002173 -0.065 -0.109 0.012 -0.494
C -1.384589 0.655039 0.409882 0.030 0.066 0.135 0.454
C -0.256094 1.251638 -0.207743 -0.055 -0.160 0.116 0.024
C -0.517995 2.106477 -1.282853 -0.105 0.080 -0.104 0.402
F 0.511881 2.658611 -1.910411 -0.006 -0.036 0.047 -0.275
C -1.791398 2.392212 -1.719441 0.073 0.074 -0.068 -0.654
C 1.133493 0.984058 0.251107 0.031 -0.092 -0.087 0.724
C 2.089983 1.940703 0.504408 0.094 0.085 0.059 -0.627
C 3.344555 1.518014 0.930236 0.005 -0.018 0.003 -0.499
C 3.590252 0.163062 1.095450 -0.004 0.015 0.012 -0.827
C 2.582436 -0.742950 0.817238 -0.004 0.029 0.023 -0.358
N 1.387036 -0.332198 0.384983 -0.022 0.069 -0.101 -0.285
H -3.542657 0.467625 0.469088 0.010 0.040 0.008 0.445
H -1.954591 3.063468 -2.553674 0.002 -0.022 0.021 0.555
H 1.865169 2.990400 0.376418 -0.010 -0.015 -0.009 0.526
H 4.118828 2.245480 1.136903 -0.012 -0.025 -0.003 0.471
H 4.550490 -0.197645 1.435850 -0.007 0.013 0.004 0.443
H 2.711002 -1.809253 0.939733 0.014 -0.029 -0.034 0.616
Se -2.918747 -1.159189 2.847288 -1.290 -0.408 0.464 -0.221
Sb -2.998309 -3.450300 1.775254 -0.194 -0.229 0.104 0.914
Se -1.336994 -3.613281 -0.110000 0.175 0.347 0.052 -0.125
Se -0.963153 -0.489997 1.960210 1.305 0.637 -0.135 0.294
Se -4.503146 -4.933328 2.647520 0.036 0.066 -0.054 -0.203
Cl 0.188122 -1.211929 -2.595791 -0.056 -0.001 0.237 -0.073
C 1.040050 -2.367828 -1.490496 0.167 -0.144 0.007 -0.747
H 2.085626 -2.081942 -1.450957 0.019 0.031 0.042 0.368
H 0.919649 -3.360814 -1.904724 -0.029 -0.109 0.001 0.467
```
Forces are in eV/Å.

Properties
HOMO-LUMO gap: 6.29 eV
DFT total energy: -302057.2092 eV
energy relative to the best compared isomer or geometry (same formula, charge and spin): 0.0 kcal per mole
net charge: +2
LUMO energy: -0.311 Eh

2.
Computed, not measured: 2 unconnected molecules or ions with the total composition C12H8F4NO6S3, with ωB97M-V/def2-TZVPD.

The geometry in XYZ format:
```
34
Properties=species:S:1:pos:R:3:forces:R:3:nbo_charge:R:1
F -6.163205 2.907601 4.100701 -0.069 -0.592 0.117 -0.318
C -5.213628 2.178339 3.500513 0.921 0.971 -0.771 0.826
F -4.473860 1.521665 4.402166 -0.942 -0.401 0.079 -0.311
F -5.751587 1.322088 2.623538 -0.335 -0.304 0.918 -0.311
S -4.136048 3.314461 2.599497 -0.338 0.764 0.159 0.430
N -3.146181 2.105378 2.022364 -0.772 1.145 0.433 -0.656
C -3.370019 1.492023 0.804398 0.111 -0.933 -1.722 0.703
O -4.250132 1.748754 0.021815 0.156 0.160 0.687 -0.552
C -2.274436 0.474526 0.619624 0.490 -0.235 0.240 -0.520
C -1.376468 0.610929 1.872421 -0.041 -0.315 -0.503 -0.520
C -2.011453 1.698839 2.698807 1.743 -0.682 0.555 0.703
O -1.589348 2.154026 3.731878 -0.609 0.047 -0.377 -0.552
H -2.706497 -0.528378 0.525543 0.038 0.267 -0.050 0.253
H -1.741030 0.690269 -0.313150 -0.083 -0.097 0.129 0.281
H -1.327055 -0.318582 2.451148 0.032 0.266 -0.058 0.253
H -0.347762 0.901347 1.630375 -0.138 -0.105 0.053 0.281
F -0.238931 -1.816887 0.367877 -2.391 -0.802 1.799 -0.347
C 0.767983 -1.480781 -0.390132 4.141 0.731 -3.047 -0.553
S 0.608275 -1.371958 -2.166392 0.188 -0.028 2.852 2.033
O 0.168801 -2.674020 -2.776777 0.083 2.977 0.414 -0.923
O 0.022477 -0.027444 -2.499552 0.370 -2.814 -0.699 -0.933
C 2.383988 -1.261051 -2.416918 -0.818 0.090 -0.224 -0.293
C 3.180082 -1.139887 -1.306260 -0.106 0.208 0.844 -0.169
C 4.545804 -1.060782 -1.429666 0.237 0.052 0.365 -0.228
C 5.113387 -1.116253 -2.686645 0.271 -0.022 -0.093 -0.209
C 4.313088 -1.238512 -3.804816 0.152 -0.038 -0.221 -0.213
C 2.940241 -1.305895 -3.672318 -0.232 -0.020 -0.310 -0.188
S 2.373068 -1.103538 0.298393 -2.606 -0.454 -1.050 2.021
O 2.356279 0.326037 0.762525 1.061 -2.674 0.267 -0.935
O 2.936029 -2.251493 1.088362 -0.664 2.829 -0.626 -0.924
H 5.158643 -0.968226 -0.544545 0.042 -0.015 0.067 0.228
H 6.186457 -1.079991 -2.793736 0.133 0.035 -0.005 0.207
H 4.761703 -1.297885 -4.784350 0.044 0.022 -0.129 0.207
H 2.301338 -1.404720 -4.536686 -0.070 -0.032 -0.092 0.227
```
Forces are in eV/Å.

Properties
HOMO-LUMO gap: 6.19 eV
DFT total energy: -69723.4347 eV
energy relative to the best compared isomer or geometry (same formula, charge and spin): 0.0 kcal per mole
net charge: -1
LUMO energy: 0.090 Eh

3.
Computed, not measured: 2 unconnected molecules or ions with the total composition C12H8N8O4, with ωB97M-V/def2-TZVPD.

The geometry in XYZ format:
```
32
Properties=species:S:1:pos:R:3:forces:R:3:nbo_charge:R:1
C -2.661387 0.134988 1.247018 1.502 0.529 1.080 -0.328
C -3.187534 0.726327 0.086735 -1.116 1.963 -2.628 0.217
N -3.582321 1.298118 -0.867720 0.819 -1.735 2.420 -0.289
N -1.661976 -0.835853 1.027802 1.155 0.294 -0.806 -0.233
C -0.703290 -1.037223 1.988723 -0.793 -0.358 -0.258 0.033
C 0.175976 -2.090373 1.883174 -0.040 -0.155 -0.115 -0.211
C 0.175037 -2.901546 0.745892 -0.169 0.085 0.239 -0.157
C -0.669872 -2.554296 -0.301528 -0.087 0.010 -0.133 -0.208
C -1.542713 -1.492407 -0.179618 -0.305 -0.105 0.777 0.042
H -2.422212 0.836754 2.059678 0.322 -0.184 -0.818 0.254
H -0.741089 -0.349499 2.831443 -0.009 -0.308 -0.151 0.231
H 0.840241 -2.285658 2.713304 0.077 0.048 -0.073 0.246
H 0.807555 -3.784746 0.687737 -0.075 0.294 -0.018 0.241
H -0.690276 -3.118136 -1.232846 0.120 0.185 0.232 0.247
H -2.190325 -1.168329 -0.998663 0.092 -0.132 0.542 0.255
O -3.658326 -3.042284 7.010975 -0.433 1.787 -1.083 -0.336
N -3.881194 -1.842966 6.804537 0.132 -0.054 2.412 0.508
O -3.890635 -0.998835 7.728882 -0.080 -1.025 -1.633 -0.396
C -4.122480 -1.330688 5.468012 0.319 0.404 -0.854 -0.062
C -4.291908 0.025378 5.217288 0.335 -0.911 0.589 -0.081
C -4.330916 0.505178 3.899853 0.215 0.130 0.053 -0.114
N -4.724071 1.898343 3.724592 -0.919 1.798 -0.050 0.509
O -4.923417 2.597394 4.746413 0.548 -1.536 -1.934 -0.380
O -4.894551 2.329819 2.563870 0.644 -1.069 1.744 -0.385
C -4.150621 -0.320376 2.765332 -2.459 0.465 -1.087 0.111
N -4.078755 -1.660856 3.058371 0.044 -0.454 0.552 -0.224
N -4.089775 -2.683569 2.147331 0.040 -0.299 0.720 -0.094
N -4.068545 -3.780818 2.847943 0.160 1.588 0.161 -0.014
N -4.036495 -3.535090 4.176502 -0.171 0.728 -0.108 -0.275
C -4.069309 -2.198453 4.329510 0.402 -1.400 -0.720 0.315
H -4.428163 0.713735 6.051146 0.128 -0.181 -0.277 0.296
H -4.620819 -0.038097 1.812712 -0.399 -0.405 1.224 0.282
```
Forces are in eV/Å.

Properties
HOMO-LUMO gap: 6.37 eV
DFT total energy: -32673.9049 eV
energy relative to the best compared isomer or geometry (same formula, charge and spin): 0.0 kcal per mole
LUMO energy: -0.074 Eh

4.
Computed, not measured: 2 unconnected molecules or ions with the total composition C12H8Si, with ωB97M-V/def2-TZVPD.

The geometry in XYZ format:
```
21
Properties=species:S:1:pos:R:3:forces:R:3:nbo_charge:R:1
C -2.941784 -2.213827 -0.690510 0.647 0.153 -0.236 -0.225
C 2.161440 2.314618 0.553784 -0.246 -0.470 -0.433 -0.208
C 0.244708 1.937569 3.478424 -0.292 -0.208 -0.303 -0.146
C -1.847828 -1.809920 -0.979328 -0.770 -0.193 0.279 -0.005
C 1.705964 1.391999 -0.063587 0.358 0.630 0.460 -0.032
C -0.465641 1.367792 2.692533 -0.494 -0.287 -0.247 -0.505
C 1.425457 -1.273072 -2.617200 0.114 -0.041 -0.143 -0.221
C 0.180073 -1.800784 -2.336359 -0.069 0.022 0.089 -0.163
C 1.928187 -0.223207 -1.868547 -0.039 -0.046 0.007 -0.181
C -0.568868 -1.277901 -1.276383 0.484 -0.015 -0.357 -0.220
C 1.184848 0.306803 -0.808891 -0.134 -0.400 -0.365 -0.125
C -0.059359 -0.233825 -0.523867 -1.871 0.837 2.712 -0.104
Si -1.565630 0.439991 1.552193 2.731 -0.432 -2.378 1.073
H -3.887789 -2.610215 -0.476083 -0.579 -0.200 0.163 0.232
H 2.541337 3.146162 1.067044 0.219 0.436 0.330 0.228
H 0.876007 2.442567 4.152203 0.299 0.229 0.327 0.232
H 2.010218 -1.682860 -3.430351 0.007 0.018 0.000 0.218
H -0.223615 -2.617755 -2.919391 0.005 -0.003 -0.017 0.221
H 2.901268 0.191728 -2.090926 0.031 0.038 0.000 0.222
H -2.616089 1.265677 0.975931 -0.224 0.062 0.024 -0.146
H -1.940934 -0.845252 2.119086 -0.178 -0.130 0.088 -0.145
```
Forces are in eV/Å.

Properties
HOMO-LUMO gap: 8.76 eV
DFT total energy: -20443.8178 eV
energy relative to the best compared isomer or geometry (same formula, charge and spin): 45.7 kcal per mole
LUMO energy: 0.003 Eh

Results for HOMO level: -0.543, -0.137, -0.308, -0.319 (in hartree, following the order of the records).